8 unconnected molecules or ions with the total composition C5H25N2O8. Source: the Open Molecules 2025 dataset; level of theory: ωB97M-V/def2-TZVPD.

Output
Relative energy (zero: lowest compared OMol25 entry of this formula, charge and spin): 0.0 kJ/mol
Largest force on an atom: 0.0152 hartree/bohr
Total charge: -1
E: -917.03577 a.u.

Atoms and positions in Å:
C (1.507, 1.778, 1.512)
O (1.945, 0.556, 2.058)
C (0.877, 1.652, 0.119)
C (0.024, 0.400, -0.066)
C (-1.292, 0.356, 0.719)
N (-2.391, 2.953, 0.245)
C (-2.878, 1.790, -0.319)
N (-2.428, 0.619, -0.161)
H (0.812, 2.276, 2.209)
H (2.407, 2.403, 1.465)
H (1.661, 1.643, -0.642)
H (0.287, 2.555, -0.079)
H (-0.213, 0.308, -1.123)
H (0.629, -0.462, 0.195)
H (-1.239, 1.015, 1.595)
H (-1.459, -0.633, 1.143)
H (-1.685, 2.878, 0.955)
H (-3.069, 3.677, 0.437)
H (-3.717, 1.940, -0.993)
H (-0.105, -3.289, 2.085)
H (0.457, -1.954, 2.823)
O (0.702, -2.935, 2.471)
H (-0.511, 2.067, -2.749)
H (-0.033, 0.901, -3.627)
O (-0.169, 1.879, -3.636)
H (0.785, -1.205, -2.871)
H (-0.757, -1.197, -3.033)
O (0.072, -0.872, -3.464)
H (-1.146, -2.161, -1.105)
H (-2.261, -1.085, -1.087)
O (-1.915, -1.847, -1.605)
H (2.052, -2.013, -0.744)
H (2.789, -1.944, -2.125)
O (1.901, -2.049, -1.736)
H (2.452, -0.938, 1.235)
H (1.978, -2.377, 1.425)
O (2.574, -1.840, 0.840)
H (0.437, -0.536, 4.191)
H (1.124, 0.070, 2.546)
O (0.129, -0.634, 3.275)

Cartesian forces, eV/Å:
0.4 -0.3 0.3
-0.4 0.0 -0.1
0.0 0.1 0.0
0.0 0.1 0.0
0.0 0.1 0.1
-0.3 0.5 0.0
0.2 -0.2 0.3
-0.1 -0.1 -0.2
0.0 -0.1 0.0
-0.2 0.3 -0.2
0.0 -0.1 0.0
0.0 0.0 -0.1
0.0 -0.1 -0.1
0.1 -0.1 0.0
-0.1 0.0 0.0
0.1 0.0 0.0
0.1 -0.2 0.1
0.1 -0.1 -0.2
-0.1 0.1 0.0
0.1 0.1 0.0
-0.1 -0.4 0.1
0.0 0.2 0.1
0.1 -0.1 -0.3
-0.1 0.3 0.0
-0.1 -0.1 0.3
-0.4 0.1 -0.1
0.7 0.3 -0.3
-0.4 -0.4 0.4
-0.2 0.1 -0.1
0.1 -0.1 -0.3
0.0 0.0 0.3
0.2 0.2 -0.4
-0.6 -0.1 0.4
0.6 0.0 0.0
0.2 -0.2 -0.3
0.1 0.0 -0.3
-0.3 0.1 0.5
-0.2 -0.1 -0.4
0.3 0.1 0.1
0.2 0.2 0.3

Charges in e, computed with Löwdin, in the same order as the atoms: -0.29, -0.18, -0.18, -0.18, -0.22, 0.09, -0.28, 0.00, 0.11, 0.10, 0.11, 0.09, 0.08, 0.08, 0.10, 0.10, 0.06, 0.08, 0.11, 0.02, -0.02, -0.17, 0.00, -0.01, -0.11, 0.00, 0.03, -0.11, 0.04, 0.01, -0.08, 0.01, 0.06, -0.10, 0.02, 0.01, -0.11, 0.00, 0.01, -0.31